Below is 2 unconnected molecules or ions with the total composition C7H8S, with properties calculated with wB97M-V/def2-TZVPD.

The calculation puts the energy above the lowest of the compared OMol25 structures with the same formula, charge and spin at 360.2 kJ/mol. As for the structure (SMILES): C=C=C=S.CC#CC. The value obtained for the HOMO-LUMO gap is 7.016 eV. Its net charge is 0.

Element x y z (Å)
C  -0.883  1.793  2.030
C  -0.578  2.058  0.779
C  -0.280  2.375  -0.401
S  0.065  2.807  -1.876
H  -1.512  0.956  2.294
H  -0.513  2.396  2.851
C  0.000  -0.817  -2.537
C  0.231  -1.079  -1.133
C  0.464  -1.333  0.014
C  0.738  -1.659  1.398
H  -1.070  -0.801  -2.751
H  0.468  -1.604  -3.130
H  0.433  0.143  -2.816
H  0.180  -2.548  1.697
H  0.453  -0.828  2.043
H  1.802  -1.860  1.537

Below is a single C4H9PS molecule, with properties calculated with wB97M-V/def2-TZVPD.

The calculation puts the energy above the lowest of the compared OMol25 structures with the same formula, charge and spin at 55.1 kJ/mol. As for the structure (SMILES): S=[PH]1CCCC1. The value obtained for the HOMO-LUMO gap is 9.455 eV. Its net charge is 0.

Element x y z (Å)
S  3.064  -0.130  0.494
P  1.420  0.078  -0.562
C  0.023  1.406  -0.134
C  -1.145  0.601  0.364
C  -0.660  -0.835  0.666
C  0.264  -1.374  -0.458
H  1.685  0.518  -1.924
H  -0.321  2.106  -0.839
H  0.408  2.099  0.584
H  -1.951  0.447  -0.373
H  -1.499  0.973  1.270
H  -0.172  -0.645  1.636
H  -1.730  -1.408  0.711
H  0.848  -2.144  -0.061
H  -0.234  -1.690  -1.372

Below is a molecular structure, C58H48ClO2P4S2Tl, with properties calculated with wB97M-V/def2-TZVPD.

The calculation puts the energy above the lowest of the compared OMol25 structures with the same formula, charge and spin at 110.8 kJ/mol. The value obtained for the HOMO-LUMO gap is 5.039 eV. Its net charge is -2.

Element x y z (Å)
Tl  0.602  0.326  0.739
S  -0.794  2.831  1.900
P  -1.676  2.373  0.167
C  -0.948  1.655  -1.227
P  0.407  2.564  -1.793
S  2.316  2.186  -1.332
C  0.380  2.276  -3.595
C  -0.346  1.206  -4.097
C  -0.277  0.887  -5.440
C  0.511  1.642  -6.293
C  1.235  2.716  -5.796
C  1.178  3.026  -4.451
C  0.185  4.371  -1.685
C  -0.642  5.050  -2.571
C  -0.893  6.393  -2.380
C  -0.345  7.058  -1.296
C  0.473  6.379  -0.408
C  0.739  5.038  -0.599
C  -2.685  3.861  -0.257
C  -2.549  5.068  0.412
C  -3.269  6.175  0.003
C  -4.133  6.086  -1.074
C  -4.280  4.878  -1.739
C  -3.554  3.774  -1.337
C  -3.057  1.222  0.516
C  -3.713  1.307  1.736
C  -4.750  0.442  2.030
C  -5.145  -0.507  1.101
C  -4.492  -0.591  -0.118
C  -3.446  0.263  -0.409
H  -0.957  0.636  -3.408
H  -0.834  0.043  -5.828
H  0.568  1.392  -7.347
H  1.859  3.304  -6.460
H  1.757  3.844  -4.041
H  -1.077  4.513  -3.406
H  -1.520  6.928  -3.081
H  -0.572  8.104  -1.134
H  0.910  6.899  0.435
H  1.382  4.488  0.078
H  -1.872  5.120  1.253
H  -3.154  7.118  0.524
H  -4.692  6.957  -1.398
H  -4.961  4.802  -2.578
H  -3.642  2.829  -1.857
H  -3.375  2.040  2.459
H  -5.248  0.498  2.989
H  -5.943  -1.197  1.342
H  -4.795  -1.339  -0.837
H  -2.900  0.186  -1.338
C  2.517  -3.324  -0.051
C  2.467  -3.539  1.450
P  2.081  -1.898  2.271
C  2.399  -2.348  4.016
C  1.615  -3.333  4.619
C  1.743  -3.616  5.965
C  2.640  -2.903  6.746
C  3.386  -1.887  6.171
C  3.264  -1.608  4.823
C  3.628  -0.951  1.950
C  3.540  0.433  2.116
C  4.618  1.249  1.824
C  5.794  0.696  1.344
C  5.908  -0.677  1.223
C  4.838  -1.499  1.541
P  1.088  -2.367  -0.816
C  1.930  -2.252  -2.453
C  2.158  -1.002  -3.009
C  2.840  -0.875  -4.208
C  3.328  -1.997  -4.852
C  3.099  -3.252  -4.310
C  2.397  -3.378  -3.128
C  -0.124  -3.673  -1.227
C  -0.722  -4.390  -0.193
C  -1.701  -5.327  -0.460
C  -2.119  -5.546  -1.763
C  -1.579  -4.789  -2.791
C  -0.599  -3.850  -2.527
H  3.367  -2.669  -0.273
H  2.658  -4.269  -0.585
H  3.402  -3.983  1.809
H  1.656  -4.221  1.718
H  0.890  -3.871  4.023
H  1.132  -4.388  6.414
H  2.750  -3.130  7.798
H  4.066  -1.301  6.777
H  3.842  -0.808  4.388
H  2.623  0.863  2.504
H  4.532  2.319  1.947
H  6.622  1.334  1.068
H  6.832  -1.118  0.866
H  4.968  -2.571  1.476
H  1.809  -0.119  -2.493
H  3.001  0.107  -4.625
H  3.885  -1.906  -5.773
H  3.478  -4.142  -4.799
H  2.207  -4.367  -2.728
H  -0.437  -4.180  0.827
H  -2.151  -5.881  0.354
H  -2.876  -6.290  -1.976
H  -1.927  -4.929  -3.807
H  -0.203  -3.249  -3.334
Cl  -4.864  -3.052  5.411
C  -3.726  -2.552  4.182
C  -3.872  -3.060  2.888
C  -3.007  -2.662  1.911
C  -1.931  -1.737  2.139
O  -1.215  -1.357  1.182
C  -1.779  -1.300  3.514
C  -0.665  -0.516  3.951
O  0.365  -0.251  3.335
C  -2.706  -1.695  4.490
H  -4.673  -3.755  2.674
H  -3.121  -3.024  0.899
H  -0.749  -0.157  5.004
H  -2.584  -1.332  5.504

Below is a gas-phase ion, C4H12N5 (charge +1), with properties calculated with wB97M-V/def2-TZVPD.

Its spin multiplicity is 3. The value obtained for the HOMO-LUMO gap (spin up / spin down) is 6.302 / 8.533 eV. Its net charge is +1.

Element x y z (Å)
C  1.539  -1.443  -0.033
C  -1.297  -0.042  -0.842
C  0.900  0.840  -0.315
C  -0.475  0.509  0.123
N  1.755  -0.191  -0.556
N  -2.698  -0.086  -0.535
N  1.229  2.112  -0.427
N  -1.075  1.321  1.110
N  0.301  -1.430  0.841
H  1.315  -2.375  -0.819
H  2.502  -1.821  0.368
H  -1.017  -0.452  -1.805
H  2.659  -0.026  -0.813
H  -3.264  -0.480  -1.395
H  -2.959  -0.435  0.328
H  0.535  2.817  -0.375
H  2.073  2.237  -0.877
H  -2.100  1.105  1.106
H  -0.567  1.433  2.048
H  0.036  -2.410  1.047
H  0.608  -1.184  1.819

Below is a molecular structure, C38H43BF2IrN9OP2S, with properties calculated with wB97M-V/def2-TZVPD.

Its spin multiplicity is 2. The value obtained for the HOMO-LUMO gap (spin up / spin down) is 4.646 / 4.635 eV. Its net charge is +3.

Element x y z (Å)
Ir  0.061  0.526  0.896
N  -1.006  1.997  3.866
C  -1.651  2.595  2.865
N  -2.624  3.431  3.162
C  -3.281  4.019  2.158
N  -4.282  4.836  2.415
N  -2.946  3.783  0.869
C  -1.986  2.932  0.634
N  -1.284  2.286  1.590
C  -1.665  2.624  -0.768
C  -2.286  3.317  -1.803
C  -1.996  2.968  -3.114
C  -1.119  1.917  -3.341
C  -0.540  1.284  -2.248
N  -0.792  1.631  -0.992
H  -1.212  2.274  4.810
H  -0.234  1.388  3.651
H  -4.535  5.045  3.368
H  -4.778  5.291  1.663
H  -2.976  4.114  -1.569
H  -2.447  3.502  -3.938
H  -0.873  1.585  -4.339
H  0.140  0.457  -2.404
C  -0.739  -0.917  7.527
S  -0.776  -2.134  6.189
C  0.998  -2.466  5.876
C  1.380  -2.233  4.415
C  1.028  -0.797  4.005
N  1.383  -0.373  2.676
P  2.825  -0.605  1.948
C  4.216  -0.745  3.154
C  4.817  -1.985  3.338
C  5.898  -2.096  4.196
C  6.374  -0.974  4.859
C  5.763  0.257  4.676
C  4.686  0.384  3.813
C  3.089  0.996  1.100
C  2.274  2.103  1.366
C  2.476  3.286  0.665
C  3.442  3.352  -0.326
C  4.236  2.246  -0.601
C  4.072  1.073  0.119
P  -1.534  -1.398  0.795
C  -1.467  -2.794  1.961
C  -0.440  -3.730  1.850
C  -0.423  -4.843  2.673
C  -1.414  -5.006  3.630
C  -2.425  -4.065  3.759
C  -2.454  -2.956  2.933
C  -3.327  -1.080  0.692
C  -3.917  0.053  1.240
C  -5.292  0.204  1.203
C  -6.085  -0.776  0.628
C  -5.503  -1.916  0.092
C  -4.129  -2.072  0.118
H  -0.835  -1.424  8.487
H  -1.599  -0.264  7.396
H  0.181  -0.342  7.505
H  1.167  -3.512  6.138
H  1.584  -1.834  6.544
H  0.858  -2.934  3.763
H  2.455  -2.397  4.321
H  1.510  -0.120  4.726
H  -0.062  -0.705  4.106
H  4.453  -2.854  2.803
H  6.374  -3.055  4.330
H  7.227  -1.059  5.514
H  6.131  1.131  5.191
H  4.228  1.350  3.647
H  1.610  2.100  2.225
H  1.897  4.163  0.904
H  3.590  4.268  -0.875
H  4.978  2.303  -1.382
H  4.704  0.215  -0.075
H  0.327  -3.591  1.103
H  0.349  -5.589  2.558
H  -1.417  -5.878  4.264
H  -3.203  -4.210  4.494
H  -3.254  -2.235  3.020
H  -3.301  0.800  1.716
H  -5.744  1.084  1.633
H  -7.155  -0.651  0.612
H  -6.126  -2.678  -0.348
H  -3.677  -2.969  -0.290
C  2.824  -3.397  -0.466
N  2.810  -2.398  -1.508
C  2.253  -1.191  -1.388
N  2.442  -0.330  -2.416
O  1.582  -0.874  -0.378
H  2.305  -4.299  -0.786
H  2.334  -2.979  0.411
H  3.854  -3.654  -0.218
H  3.277  -2.640  -2.370
H  3.040  -0.575  -3.188
H  2.297  0.654  -2.263
F  -1.514  -1.478  -1.996
B  -1.192  -2.170  -0.928
F  -0.567  -3.294  -1.155

| no. | largest force on an atom (Eh/bohr) |
| --- | --- |
| 1 | 0.0240 |
| 2 | 0.0636 |
| 3 | 0.0373 |
| 4 | 0.1080 |
| 5 | 0.0529 |